1.
{"formula": "C3H8N2", "method": "ωB97M-V/def2-TZVPD", "species": ["C", "C", "C", "N", "N", "H", "H", "H", "H", "H", "H", "H", "H"], "xyz": [[-2.1972, -0.3684, 1.0104], [-2.1624, 0.1537, -0.1954], [2.1556, -0.1944, -0.8806], [1.0473, 0.3785, 1.0599], [1.1048, -0.4065, 0.1731], [-2.9648, -0.0016, 1.6232], [-1.4375, -1.1987, 1.1461], [-2.8011, 0.9304, -0.4931], [2.7628, 0.7285, -0.6459], [2.6782, -1.1093, -0.6933], [1.7723, -0.1341, -1.8938], [1.6432, 1.3421, 0.8100], [-1.6012, -0.1202, -1.0206]], "forces_ev_per_angstrom": [[2.1, -1.6, -1.7], [-0.8, 0.5, 0.4], [-0.6, 0.8, 1.0], [0.4, 4.2, 1.4], [0.9, -1.3, -2.5], [-0.5, 0.0, 1.5], [-1.4, 1.0, 0.8], [-1.2, 1.1, 0.0], [-0.5, -0.9, -0.1], [1.0, -0.4, -0.6], [-0.3, -0.3, 0.0], [-0.9, -2.2, 0.8], [1.7, -1.0, -1.0]], "mulliken_charge": [-0.395, -0.599, -0.676, -0.385, 0.074, 0.268, 0.211, 0.245, 0.333, 0.237, 0.202, 0.211, 0.274], "homo_ev": -9.07, "lumo_ev": 1.10, "relative_energy_ev": 4.448, "smiles": "[H]/N=N\\C.C=C", "orbital_gap_ha": 0.37379}



2.
{"formula": "C4H7NO", "method": "ωB97M-V/def2-TZVPD", "species": ["O", "C", "C", "N", "C", "C", "H", "H", "H", "H", "H", "H", "H"], "xyz": [[-2.2200, 0.0103, 1.3365], [-1.7077, 0.5031, 0.3604], [-0.3080, 1.0778, 0.3464], [0.4920, 0.3586, -0.6528], [1.5855, -0.4561, -0.1460], [0.3604, -1.0967, -0.6645], [-0.2979, -1.5650, 0.0660], [-2.2243, 0.5011, -0.6224], [0.0980, 1.0095, 1.3648], [-0.3486, 2.1376, 0.0618], [1.7296, -0.4837, 0.9345], [2.5019, -0.4526, -0.7304], [0.3389, -1.5440, -1.6542]], "forces_ev_per_angstrom": [[0.1, 0.3, -0.4], [-0.1, -0.2, 0.2], [0.0, 0.0, 0.2], [-0.1, 0.1, 0.0], [0.3, 0.0, 0.1], [-0.1, -0.3, 0.0], [0.1, 0.1, -0.1], [0.0, 0.0, 0.1], [0.0, -0.1, -0.2], [0.0, -0.2, 0.0], [0.0, 0.0, -0.2], [-0.2, 0.0, 0.1], [0.0, 0.0, 0.1]], "mulliken_charge": [-0.457, 0.052, -0.413, -0.315, -0.404, -0.326, 0.257, 0.361, 0.236, 0.297, 0.233, 0.247, 0.233], "homo_ev": -9.44, "lumo_ev": 1.08, "relative_energy_ev": 2.547, "smiles": "O=CCN1CC1", "orbital_gap_ha": 0.38674}



3.
{"formula": "C5H10O2", "method": "ωB97M-V/def2-TZVPD", "species": ["C", "C", "C", "O", "C", "C", "H", "H", "H", "H", "H", "H", "H", "H", "H", "H", "O"], "xyz": [[2.8942, -0.7503, -1.3387], [-1.1623, -1.3759, 1.6004], [-0.2225, -0.6314, 0.9194], [-0.1958, 0.7748, 0.9787], [0.7220, -1.1538, -0.0716], [1.6649, -0.3131, -0.6248], [2.7649, -1.2823, -2.3267], [3.4200, -1.5030, -0.7327], [3.5015, 0.1398, -1.6085], [-1.4091, -1.0102, 2.5917], [-1.6634, -2.1517, 1.0299], [-0.7225, 0.9491, 1.7700], [0.9806, -2.2018, 0.0716], [1.4079, 0.7436, -0.7277], [-3.6623, 2.0785, -1.3967], [-2.2833, 2.8868, -1.5005], [-3.0397, 2.6440, -0.9585]], "forces_ev_per_angstrom": [[0.1, -0.3, -0.8], [0.0, 0.4, 0.1], [1.4, -0.8, -3.1], [0.2, -0.5, 1.2], [-0.7, 0.8, 2.5], [-0.1, 0.8, -1.2], [-0.3, 0.3, 0.4], [0.5, 0.4, 0.0], [0.1, -0.6, 0.5], [-0.7, -0.3, 0.0], [0.0, -0.3, 0.8], [-0.2, 0.3, -0.3], [-0.3, 0.0, -0.3], [0.1, -0.2, 0.2], [0.1, -0.4, -0.7], [-0.3, -0.6, -0.2], [0.2, 0.9, 1.0]], "mulliken_spin": [-0.053, 0.341, 0.032, 0.040, -0.032, 0.508, 0.048, 0.033, 0.010, -0.004, 0.012, 0.011, 0.016, 0.036, -0.006, -0.006, 0.015], "homo_ev": [0.19, -2.37], "lumo_ev": [3.59, 3.50], "relative_energy_ev": 1.293, "s2": 0.766, "spin_multiplicity": 2, "orbital_gap_ha": [0.12492, 0.21586], "total_charge": -1}